1.
The following is a DFT calculation (ωB97M-V/def2-TZVPD) of a molecular structure, C22H35F3N7Na.

Geometry (Å):
Na (0.610, -0.708, 0.483)
C (2.835, -2.550, -2.702)
C (1.830, -1.635, -2.068)
N (2.106, -0.662, -1.300)
C (3.468, -0.395, -0.849)
C (3.448, 0.507, 0.390)
N (2.666, -0.097, 1.460)
C (2.386, 0.725, 2.634)
C (1.302, 0.098, 3.536)
N (0.181, -0.369, 2.729)
C (-1.120, -0.565, 3.344)
C (-2.232, -0.629, 2.260)
N (-1.720, -1.115, 0.989)
C (-2.457, -1.411, 0.005)
C (-3.961, -1.378, -0.002)
C (-1.726, -1.859, -1.253)
C (-2.294, -2.656, -2.239)
C (-1.478, -3.097, -3.272)
C (-0.130, -2.770, -3.284)
C (0.352, -1.953, -2.269)
N (-0.454, -1.496, -1.324)
H (3.641, -2.753, -1.999)
H (3.267, -2.086, -3.593)
H (2.398, -3.504, -2.985)
H (4.042, 0.095, -1.642)
H (3.978, -1.331, -0.602)
H (2.977, 1.460, 0.129)
H (4.484, 0.738, 0.681)
H (3.036, -1.010, 1.708)
H (2.017, 1.687, 2.267)
H (3.282, 0.930, 3.237)
H (0.958, 0.864, 4.237)
H (1.741, -0.707, 4.142)
H (0.457, -1.285, 2.363)
H (-1.337, 0.273, 4.013)
H (-1.159, -1.475, 3.958)
H (-2.627, 0.377, 2.092)
H (-3.063, -1.243, 2.623)
H (-4.325, -0.550, 0.607)
H (-4.368, -2.299, 0.421)
H (-4.361, -1.266, -1.008)
H (-3.333, -2.952, -2.189)
H (-1.888, -3.727, -4.052)
H (0.524, -3.150, -4.056)
C (-0.542, 1.773, -1.418)
C (-0.818, 3.102, -2.171)
N (-1.263, 4.133, -1.231)
C (-0.210, 4.356, -0.239)
C (0.120, 3.029, 0.498)
N (-0.754, 1.956, 0.023)
C (-2.143, 2.353, 0.244)
C (-2.462, 3.654, -0.543)
H (0.480, 1.419, -1.573)
H (-1.205, 0.975, -1.756)
H (-1.592, 2.976, -2.931)
H (0.079, 3.466, -2.677)
H (-0.557, 5.123, 0.457)
H (0.668, 4.752, -0.752)
H (-0.009, 3.123, 1.579)
H (1.154, 2.726, 0.321)
H (-2.292, 2.495, 1.318)
H (-2.787, 1.528, -0.073)
H (-2.813, 4.444, 0.124)
H (-3.242, 3.485, -1.288)
F (0.694, -3.862, 0.266)
C (1.341, -3.073, 1.240)
F (2.681, -3.034, 0.687)
F (1.515, -3.972, 2.276)

Values from the calculation:
HOMO level, Eh: -0.2619
LUMO, eV: 0.21
Molecular weight, g/mol: 477.56
Gap between HOMO and LUMO, eV: 7.34
E, eV: -46381.050
ΔE to the lowest compared entry with this formula, charge and spin, kcal per mole: 5.3

Results of the Mulliken charge analysis, in e, for atoms 1 through 2: 1.326, -1.953


2.
The following is a DFT calculation (ωB97M-V/def2-TZVPD) of C5H8N2 in the gas phase.

Geometry (Å):
C (1.325, -0.641, -0.128)
C (0.027, 0.018, 0.291)
C (-0.751, 0.827, -0.770)
C (-0.223, 0.897, -2.136)
N (-0.098, 0.806, -3.282)
C (-0.793, -0.632, 1.342)
N (-0.037, 0.582, 1.642)
H (1.197, -1.220, -1.047)
H (2.109, 0.106, -0.303)
H (1.676, -1.323, 0.657)
H (-1.011, 1.814, -0.366)
H (-1.681, 0.326, -1.070)
H (-0.455, -1.589, 1.737)
H (-1.873, -0.497, 1.340)
H (0.805, 0.350, 2.168)

Values from the calculation:
HOMO level, Eh: -0.3672
LUMO, eV: 0.80
SMILES string: C[C@@]1(CC#N)CN1
Molecular weight, g/mol: 96.13
Gap between HOMO and LUMO, eV: 10.80
E, eV: -8293.391
ΔE to the lowest compared entry with this formula, charge and spin, kcal per mole: 37.0

Results of the Mulliken charge analysis, in e, for atoms 1 through 2: -1.502, 1.195


3.
The following is a DFT calculation (ωB97M-V/def2-TZVPD) of C4H5NO in the gas phase.

Geometry (Å):
N (-1.093, 0.064, -1.552)
C (-0.322, -0.072, -0.383)
C (1.023, 0.399, -0.176)
C (1.325, 0.110, 1.112)
O (0.321, -0.555, 1.712)
C (-0.674, -0.680, 0.782)
H (-2.085, 0.007, -1.353)
H (-0.918, 0.947, -2.017)
H (1.740, 0.746, -0.904)
H (2.195, 0.331, 1.712)
H (-1.512, -1.297, 1.066)

Values from the calculation:
HOMO level, Eh: -0.2980
LUMO, eV: 1.09
SMILES string: Nc1ccoc1
Molecular weight, g/mol: 83.09
Gap between HOMO and LUMO, eV: 9.20
E, eV: -7765.674
ΔE to the lowest compared entry with this formula, charge and spin, kcal per mole: 19.7

Results of the Mulliken charge analysis, in e, for atoms 1 through 2: -0.570, 0.581


4.
The following is a DFT calculation (ωB97M-V/def2-TZVPD) of a molecular structure, C16H14BCl5N6Pd.

Geometry (Å):
H (2.857, 0.439, -2.120)
N (1.088, 1.092, -1.319)
B (-0.915, 2.581, -0.522)
N (0.466, 2.332, -1.175)
C (1.269, 3.277, -1.726)
Pd (0.594, -0.958, -1.353)
H (0.988, 4.320, -1.752)
C (2.355, 2.648, -2.297)
H (3.157, 3.058, -2.880)
C (2.223, 1.293, -1.976)
H (-1.476, 3.484, -1.168)
C (-0.872, -1.750, 4.262)
H (-0.939, -2.849, 4.244)
H (-0.519, -1.381, 3.281)
H (-1.863, -1.325, 4.475)
N (-1.024, 3.111, 0.938)
N (-1.715, 1.246, -0.893)
N (-0.357, 2.585, 2.046)
N (-1.233, -0.052, -1.082)
C (-1.762, 4.182, 1.319)
C (-3.003, 1.257, -1.323)
H (-2.352, 4.731, 0.601)
H (-3.572, 2.172, -1.353)
C (-1.649, 4.337, 2.694)
C (-3.371, -0.018, -1.732)
C (-0.788, 3.287, 3.089)
C (-2.246, -0.824, -1.505)
H (-2.092, 5.120, 3.280)
H (-4.288, -0.345, -2.195)
H (-0.500, 3.094, 4.098)
H (-2.105, -1.886, -1.632)
H (-0.223, -1.480, 5.063)
Cl (0.747, -3.132, -3.552)
C (1.470, -3.636, -2.079)
C (1.420, -2.771, -1.003)
C (1.900, -3.173, 0.224)
Cl (1.736, -2.021, 1.483)
C (2.538, -4.433, 0.383)
Cl (3.219, -4.852, 1.882)
C (2.709, -5.265, -0.744)
Cl (3.657, -6.689, -0.642)
C (2.136, -4.893, -1.983)
Cl (2.336, -5.913, -3.354)

Values from the calculation:
HOMO level (spin up / spin down), Eh: -0.3164 / -0.3164
Multiplicity: 3
Expectation value of S²: 2.005
LUMO (spin up / spin down), eV: 0.31 / -2.36
Molecular weight, g/mol: 584.83
Gap between HOMO and LUMO (spin up / spin down), eV: 8.92 / 6.25
E, eV: -92526.455
ΔE to the lowest compared entry with this formula, charge and spin, kcal per mole: 0.0

Results of the Mulliken charge analysis, in e, for atoms 1 through 2: 0.463, -0.136


5.
The following is a DFT calculation (ωB97M-V/def2-TZVPD) of a molecular structure, C5H6O2.

Geometry (Å):
C (-2.414, -0.383, -0.743)
C (-1.924, -0.040, 0.497)
C (-0.358, 0.150, 0.579)
C (0.675, -0.862, 1.047)
C (0.944, 0.436, -0.364)
H (-3.368, -0.582, -0.951)
H (-1.588, -0.574, -1.692)
H (-2.641, 0.181, 1.376)
H (-0.574, 1.168, 1.185)
H (0.684, -1.006, 2.315)
H (0.668, -1.906, 0.784)
O (1.919, -0.283, 0.158)
O (1.241, 1.148, -1.298)

Values from the calculation:
HOMO level, Eh: -0.3683
LUMO, eV: 0.61
Molecular weight, g/mol: 98.10
Gap between HOMO and LUMO, eV: 10.64
E, eV: -9372.236
ΔE to the lowest compared entry with this formula, charge and spin, kcal per mole: 112.1

Results of the Mulliken charge analysis, in e, for atoms 1 through 2: -0.729, -0.234


6.
The following is a DFT calculation (ωB97M-V/def2-TZVPD) of a molecular structure, C29H24B2F13N4O4PPd.

Geometry (Å):
Pd (1.854, 0.548, -2.581)
C (3.299, 3.287, 0.143)
C (2.980, 2.098, -0.651)
N (2.050, 2.174, -1.553)
O (1.349, 3.273, -1.743)
B (0.002, 3.272, -2.603)
F (-0.136, 4.551, -2.943)
F (-0.977, 2.660, -1.849)
O (0.159, 2.552, -3.904)
N (0.481, 1.239, -3.787)
C (-0.141, 0.317, -4.472)
C (-1.272, 0.576, -5.392)
C (0.448, -1.050, -4.291)
N (1.432, -1.134, -3.488)
O (2.144, -2.282, -3.308)
B (2.705, -2.397, -1.885)
F (3.437, -3.549, -1.982)
F (1.606, -2.500, -1.029)
O (3.731, -1.313, -1.488)
N (3.189, -0.102, -1.387)
C (3.637, 0.759, -0.576)
C (4.769, 0.530, 0.436)
C (-0.115, -2.274, -5.014)
H (2.932, 3.236, 1.198)
H (4.366, 3.442, 0.224)
H (2.925, 4.181, -0.336)
H (-1.801, 1.476, -5.087)
H (-0.937, 0.585, -6.438)
H (-1.910, -0.224, -5.352)
H (5.375, 1.409, 0.471)
H (4.404, 0.320, 1.413)
H (5.217, -0.415, 0.195)
H (-0.287, -3.052, -4.303)
H (-1.034, -2.000, -5.508)
H (0.615, -2.578, -5.759)
F (-0.266, 5.768, 4.427)
C (-1.083, 4.720, 4.749)
F (-2.316, 4.981, 4.345)
F (-1.108, 4.562, 6.097)
C (-0.624, 3.483, 4.025)
C (-0.223, 3.621, 2.725)
C (0.065, 2.445, 2.049)
C (-0.098, 1.129, 2.628)
C (-0.504, 1.050, 3.940)
C (-0.838, 2.238, 4.640)
P (0.338, -0.323, 1.649)
C (-1.006, -0.283, 0.405)
C (-1.174, -1.370, -0.431)
C (-2.211, -1.375, -1.379)
C (-3.119, -0.316, -1.464)
C (-2.965, 0.768, -0.632)
C (-1.991, 0.723, 0.335)
C (-4.151, -0.349, -2.548)
F (-4.631, -1.589, -2.623)
F (-3.672, 0.034, -3.770)
F (-5.218, 0.474, -2.326)
C (-0.117, -1.869, 2.568)
C (0.884, -2.876, 2.810)
C (0.551, -4.098, 3.354)
C (-0.751, -4.430, 3.561)
C (-1.732, -3.444, 3.285)
C (-1.460, -2.163, 2.894)
C (-1.184, -5.830, 3.780)
F (-2.343, -5.868, 4.563)
F (-1.542, -6.443, 2.608)
F (-0.294, -6.560, 4.419)
H (-0.179, 4.581, 2.304)
H (0.343, 2.580, 0.971)
H (-0.573, 0.134, 4.538)
H (-1.144, 2.215, 5.668)
H (-0.473, -2.191, -0.334)
H (-2.439, -2.214, -1.973)
H (-3.627, 1.612, -0.626)
H (-1.845, 1.501, 0.987)
H (1.891, -2.625, 2.535)
H (1.310, -4.928, 3.547)
H (-2.779, -3.730, 3.470)
H (-2.194, -1.359, 2.860)

Values from the calculation:
HOMO level, Eh: -0.3211
LUMO, eV: -1.33
Molecular weight, g/mol: 898.53
Gap between HOMO and LUMO, eV: 7.41
E, eV: -94068.119

Results of the Mulliken charge analysis, in e, for atoms 1 through 2: 0.939, -1.532


- What is the formula in the second record?
  C5H8N2


- The highest molecular weight belongs to which entry?
  C29H24B2F13N4O4PPd


- Among the records above, which one has the highest E?
  C4H5NO